[1]
The following is a DFT calculation (the ωB97M-V functional and the def2-TZVPD basis) of 8 unconnected molecules or ions with the total composition C58H77B2F8N9O2.

The calculation puts the calculated total energy at -3746.5076 Eh.

The geometry in ORCA input format:
```
! wB97M-V def2-TZVPD RIJCOSX def2/J DEFGRID3
* xyz 6 1
C 23.8793 22.2268 20.9973
C 22.6853 21.5322 20.3504
C 22.5108 20.1472 20.8455
N 21.6676 19.2433 20.0034
C 20.3485 19.8852 19.7189
C 22.2993 18.8168 18.7345
C 22.2368 17.2758 18.6239
C 21.1853 16.9087 19.6173
C 21.3807 17.9800 20.6919
H 23.8070 22.2300 22.0893
H 23.9294 23.2937 20.7731
H 24.8271 21.7602 20.7307
H 22.9224 21.6291 19.2938
H 21.8214 22.1747 20.4535
H 22.0815 20.1948 21.8450
H 23.5039 19.7001 20.9265
H 19.9968 20.2982 20.6631
H 19.6829 19.0978 19.3859
H 20.4676 20.6483 18.9624
H 21.7229 19.1688 17.8809
H 23.3074 19.1798 18.7055
H 22.0223 17.0448 17.5862
H 23.1776 16.8014 18.9067
H 20.1998 17.0678 19.1815
H 21.3532 15.9419 20.0951
H 20.5032 18.1067 21.3298
H 22.1856 17.7587 21.3855
C 17.0985 21.7333 18.6028
N 16.5869 21.1083 17.3658
C 17.3963 20.2770 16.6983
C 16.9165 19.6241 15.5291
C 15.5737 19.7514 15.1419
C 14.7495 20.5789 15.8833
C 15.3044 21.2436 16.9701
C 15.0200 18.9872 14.0447
C 15.6039 18.9807 12.7742
C 15.0516 18.2539 11.7123
N 13.9786 17.4637 11.9318
C 13.3501 17.5254 13.1232
C 13.8561 18.2472 14.1951
C 13.4471 16.6612 10.8676
H 16.6266 22.6800 18.7957
H 18.1768 21.8728 18.4873
H 16.8253 21.1066 19.4575
H 18.4300 20.2268 17.0249
H 17.6046 19.0564 14.9068
H 13.7260 20.6882 15.5779
H 14.7313 21.9293 17.5793
H 16.5074 19.5553 12.5724
H 15.4297 18.2209 10.7004
H 12.4113 16.9845 13.1856
H 13.2968 18.2347 15.1226
H 13.3236 15.6440 11.2435
H 14.1003 16.6684 9.9909
H 12.5016 17.0543 10.4805
C 9.6572 13.3026 10.8393
N 10.2168 13.4853 12.1563
C 11.5281 13.4841 12.2930
C 12.0345 13.7203 13.5600
C 11.2261 13.9939 14.6791
C 9.8532 14.0000 14.4480
C 9.3909 13.7346 13.1562
C 11.8173 14.3111 15.9967
C 12.7966 15.2614 16.1935
C 13.2207 15.6267 17.4677
N 12.6865 15.1042 18.5577
C 11.6990 14.1912 18.4340
C 11.2057 13.8240 17.1776
C 13.1236 15.5373 19.9155
H 8.8415 12.5858 10.8442
H 10.4245 12.8852 10.2005
H 9.3021 14.2568 10.4690
H 12.0174 13.1438 11.3856
H 13.1036 13.5209 13.7115
H 9.1628 14.1523 15.2737
H 8.3357 13.6967 12.9386
H 13.2086 15.7494 15.3127
H 13.9889 16.3790 17.6112
H 11.3177 13.8024 19.3729
H 10.3801 13.1230 17.1831
H 12.6906 14.9407 20.7245
H 12.7977 16.5722 20.0157
H 14.2033 15.5082 19.9535
C 18.0494 17.7593 26.3339
N 16.9467 18.5184 25.7603
C 15.7666 18.6589 26.3828
C 14.6927 19.3354 25.8007
C 14.7301 19.7173 24.4945
C 15.9628 19.5844 23.8249
C 17.0090 18.9153 24.4528
C 13.5793 20.3778 23.8578
C 12.7870 21.3108 24.4801
C 11.6782 21.8085 23.8290
N 11.4063 21.4667 22.5736
C 12.2480 20.6744 21.8888
C 13.3315 20.0881 22.5032
C 10.1498 21.9569 21.9452
H 18.7178 18.5169 26.7402
H 18.6277 17.2233 25.5715
H 17.6186 17.1034 27.0916
H 15.7222 18.3454 27.4206
H 13.8107 19.5395 26.3941
H 16.1634 19.9429 22.8091
H 17.9659 18.7667 23.9669
H 13.0401 21.5903 25.4935
H 10.9929 22.4735 24.3333
H 11.9231 20.5172 20.8716
H 13.9346 19.4019 21.9194
H 10.2619 22.2784 20.9075
H 9.7512 22.8368 22.4511
H 9.3862 21.1870 21.9412
C 18.8639 14.8913 17.2076
N 19.1147 13.8465 16.2329
C 20.0242 14.0759 15.2708
C 20.2825 13.0813 14.3180
C 19.5769 11.8725 14.3568
C 18.6559 11.6606 15.3733
C 18.4125 12.6779 16.2762
C 19.8820 10.8839 13.3217
C 18.9373 9.9567 12.8631
C 19.1598 9.1303 11.7350
N 20.3844 9.1597 11.1380
C 21.3236 9.9430 11.6804
C 21.1571 10.7742 12.7749
C 20.6006 8.3678 9.9133
H 18.4797 14.4764 18.1356
H 18.1749 15.6573 16.8411
H 19.7966 15.4218 17.3846
H 20.4788 15.0624 15.2452
H 20.9635 13.3113 13.5014
H 18.1628 10.7045 15.5137
H 17.7296 12.5930 17.1203
H 17.9442 9.9535 13.3011
H 18.3714 8.5180 11.3051
H 22.2879 9.8776 11.1981
H 22.0115 11.3251 13.1684
H 20.8329 9.0730 9.1184
H 19.6855 7.8603 9.5984
H 21.4558 7.7548 10.1608
B 19.8538 17.8351 15.5328
F 21.1622 17.2756 15.5732
F 19.3444 17.8576 16.9172
F 19.8281 19.1795 15.0053
F 18.9704 16.9193 14.7518
B 12.5340 19.1290 18.1033
F 13.9693 19.1680 18.2372
F 11.9260 18.7162 19.3477
F 12.0829 20.4239 17.6840
F 12.2624 18.1717 17.0143
C 16.7446 17.6927 19.2566
C 16.5814 18.2036 20.6849
O 15.6840 17.6375 21.3919
O 17.3553 19.1821 21.0044
H 17.8132 17.6351 19.0452
H 16.2288 18.4274 18.6252
H 16.2317 16.7280 19.1453
*
```

[2]
The following is a DFT calculation (the ωB97M-V functional and the def2-TZVPD basis) of a molecular structure, C58H82BrNO9P3STl.

The calculation puts the calculated total energy at -7160.2109 Eh.

The geometry in ORCA input format:
```
! wB97M-V def2-TZVPD RIJCOSX def2/J DEFGRID3
* xyz 0 1
Tl 0.2404 -0.7751 -0.1064
C -3.4941 -3.9153 3.1883
C -3.4276 -2.6652 4.0442
C -4.4583 -2.6349 5.1491
O -3.6654 -1.4983 3.1945
P -2.3869 -0.6720 2.7359
O -1.3047 -1.4933 2.1713
C -3.1364 0.6335 1.7356
P -3.5438 0.2417 0.0071
O -2.6070 -0.7369 -0.5551
O -5.0929 -0.0824 -0.0924
C -5.8521 -1.3166 0.0522
C -6.5571 -1.3076 1.3943
C -5.0103 -2.5637 -0.1638
O -3.4670 1.6063 -0.7632
C -4.3024 2.7884 -0.7731
C -4.9210 3.1003 0.5785
C -5.3429 2.6498 -1.8673
O -1.9618 0.0892 4.0600
C -0.5690 0.5115 4.2574
C -0.5245 2.0261 4.2461
C -0.0925 -0.0881 5.5609
H -3.2389 -4.7927 3.7858
H -2.7841 -3.8328 2.3629
H -4.5020 -4.0412 2.7839
H -2.4289 -2.5825 4.4763
H -5.4631 -2.7454 4.7325
H -4.4030 -1.6896 5.6919
H -4.2743 -3.4536 5.8483
H -2.3827 1.4271 1.6724
H -4.0015 1.0011 2.2891
H -6.5984 -1.2474 -0.7378
H -5.8302 -1.3631 2.2025
H -7.2300 -2.1658 1.4610
H -7.1494 -0.3971 1.5054
H -4.2470 -2.6501 0.6133
H -4.5008 -2.5255 -1.1270
H -5.6574 -3.4415 -0.1292
H -3.6066 3.5832 -1.0355
H -5.5839 2.2909 0.8920
H -5.5094 4.0139 0.4962
H -4.1533 3.2609 1.3384
H -6.0797 1.8899 -1.5970
H -4.8617 2.3545 -2.8006
H -5.8502 3.6053 -2.0147
H 0.0334 0.1205 3.4355
H -1.1902 2.4298 5.0140
H -0.8247 2.4212 3.2707
H 0.4939 2.3687 4.4381
H -0.7221 0.2519 6.3880
H 0.9396 0.2124 5.7497
H -0.1337 -1.1797 5.5163
C 2.9638 6.8248 3.1061
C 1.9519 6.4013 2.0382
C 2.3551 7.0571 0.7083
C 0.5701 6.9235 2.4628
C 1.9032 4.8785 1.8633
C 1.0151 4.3149 0.9579
C 0.9847 2.9475 0.7810
Br -0.2655 2.2762 -0.5232
C 1.7980 2.0052 1.4614
O 1.7201 0.7330 1.2665
C 2.7332 2.6121 2.3758
C 2.7462 3.9934 2.5417
C 3.7826 1.7364 3.0842
C 4.7204 1.1700 2.0033
C 4.6319 2.5341 4.0787
C 3.1396 0.5842 3.8774
H 2.9595 7.9144 3.2038
H 3.9784 6.5148 2.8411
H 2.7111 6.3964 4.0804
H 2.3792 8.1481 0.8065
H 1.6529 6.7998 -0.0886
H 3.3476 6.7140 0.4038
H 0.5908 8.0128 2.5744
H 0.2793 6.4832 3.4205
H -0.1970 6.6706 1.7268
H 0.3420 4.9335 0.3736
H 3.4557 4.4096 3.2451
H 5.2284 1.9889 1.4855
H 4.1496 0.6022 1.2660
H 5.4796 0.5171 2.4502
H 5.2165 3.3140 3.5819
H 5.3344 1.8549 4.5690
H 4.0130 2.9992 4.8525
H 2.5231 -0.0358 3.2317
H 2.5081 0.9895 4.6766
H 3.9185 -0.0357 4.3372
C 0.9567 -3.5880 1.9312
C 0.3279 -4.6268 1.0041
C 1.3762 -5.5506 0.3909
C -0.5549 -3.9724 -0.0684
C -1.6483 -4.9245 -0.5858
O -1.5297 -4.8646 -2.0189
C -0.4413 -4.0753 -2.2777
N 0.1689 -3.5694 -1.2911
C -0.1867 -3.9414 -3.7365
C -0.2354 -5.1255 -4.4812
C -0.1500 -5.1022 -5.8590
C -0.0861 -3.8804 -6.5199
C -0.0519 -2.7074 -5.7879
C -0.0548 -2.7112 -4.3881
P 0.0158 -1.0915 -3.4745
C -1.6057 -0.4640 -4.0963
C -2.7234 -1.1885 -3.6722
C -4.0042 -0.7817 -4.0047
C -4.1958 0.3721 -4.7562
C -3.0952 1.0964 -5.1872
C -1.8063 0.6805 -4.8634
C 1.2784 -0.1587 -4.4311
C 1.3348 1.2244 -4.2325
C 2.3586 1.9828 -4.7769
C 3.3671 1.3716 -5.5101
C 3.3513 -0.0053 -5.6736
C 2.3211 -0.7667 -5.1305
H 1.5075 -4.0777 2.7387
H 0.1907 -2.9423 2.3702
H 1.6516 -2.9405 1.3900
H -0.3479 -5.2409 1.6101
H 2.0973 -4.9810 -0.1974
H 0.9214 -6.2948 -0.2719
H 1.9156 -6.0835 1.1773
H -0.9966 -3.0696 0.3679
H -2.6557 -4.6215 -0.3051
H -1.4850 -5.9562 -0.2670
H -0.3494 -6.0685 -3.9615
H -0.1717 -6.0289 -6.4204
H -0.0674 -3.8429 -7.6028
H -0.0332 -1.7552 -6.3051
H -2.5816 -2.0824 -3.0703
H -4.8594 -1.3604 -3.6719
H -5.1974 0.7011 -5.0054
H -3.2350 1.9928 -5.7803
H -0.9612 1.2476 -5.2298
H 0.5938 1.7055 -3.6030
H 2.3823 3.0526 -4.6029
H 4.1710 1.9615 -5.9330
H 4.1504 -0.4973 -6.2156
H 2.3477 -1.8410 -5.2463
C 3.7296 -2.0535 -0.2734
S 3.3770 -1.2950 -1.8877
O 2.6360 -0.0322 -1.5915
C 5.0569 -0.7936 -2.2682
C 5.4575 0.4939 -1.9607
C 6.7650 0.8740 -2.2356
C 7.6475 -0.0290 -2.8155
C 7.2268 -1.3170 -3.1311
C 5.9215 -1.7031 -2.8612
H 3.5191 -1.2743 0.4651
H 4.7603 -2.3990 -0.2128
H 3.0353 -2.8863 -0.1602
H 4.7410 1.1755 -1.5108
H 7.0923 1.8788 -1.9964
H 8.6669 0.2695 -3.0281
H 7.9143 -2.0167 -3.5910
H 5.5752 -2.7042 -3.1056
*
```

F_max for every record listed, in sequence, given in eV/A: 3.1 0.5.
HOMO energy for every record listed, in sequence, given in eV: -18.45 -6.41.
LUMO for every record listed, in sequence, given in eV: -12.94 0.53.